[1]
This record from the OMol25 dataset describes a 11-piece molecular cluster, C37H74O25 overall at a distorted geometry. The level of theory is ωB97M-V/def2-TZVPD.

CARTESIAN COORDINATES (ANGSTROEM)
C: -3.0393 -3.5845 -2.3322
C: -1.8916 -4.4420 -2.8280
C: -0.6775 -3.6331 -2.2974
O: -1.2175 -2.4437 -1.7296
C: -2.4819 -2.1612 -2.3767
H: -3.2217 -3.8255 -1.2806
H: -3.9827 -3.7608 -2.8550
H: -1.9384 -4.4693 -3.9179
H: -1.8408 -5.4513 -2.4265
H: 0.0070 -3.3852 -3.1152
H: -0.1762 -4.1869 -1.5068
H: -2.2777 -1.7855 -3.3825
H: -3.0659 -1.4837 -1.7638
C: -0.7019 0.8571 1.2878
C: -1.0560 1.3608 -0.1023
C: 0.0722 0.9118 -1.0411
O: 0.8704 0.0118 -0.2560
C: 0.2209 -0.3186 0.9401
H: -1.5872 0.7320 1.9136
H: -0.1371 1.5636 1.9160
H: -1.1673 2.4368 -0.1782
H: -1.9723 0.8280 -0.3720
H: 0.7191 1.7775 -1.2051
H: -0.3124 0.4706 -1.9556
H: 0.8797 -0.5803 1.7694
H: -0.3999 -1.2233 0.8099
C: 2.2340 5.1180 3.6296
C: 1.8478 5.8098 2.3335
C: 0.6086 5.0516 1.8930
O: 0.1802 4.2618 3.0213
C: 1.3588 3.8658 3.7371
H: 2.0573 5.6641 4.5657
H: 3.3107 4.9747 3.7969
H: 2.6479 5.8146 1.5934
H: 1.6630 6.8652 2.5414
H: 0.7153 4.3366 1.0730
H: -0.2770 5.6649 1.7266
H: 1.7469 3.0034 3.1823
H: 1.1485 3.6026 4.7691
C: -1.4684 0.6649 -4.6083
C: -0.3741 -0.2999 -5.0685
C: -1.1535 -1.3347 -5.8906
O: -2.5320 -1.0050 -5.9060
C: -2.7475 0.3048 -5.3694
H: -1.2410 1.7195 -4.7491
H: -1.7782 0.5718 -3.5636
H: 0.1476 -0.7217 -4.2107
H: 0.3431 0.2252 -5.6965
H: -1.0289 -2.3600 -5.5236
H: -0.8329 -1.3767 -6.9398
H: -3.6839 0.3946 -4.8190
H: -2.9028 0.9493 -6.2500
C: -1.0783 4.9956 -1.1836
O: -0.9834 5.4918 -2.5031
C: -1.5001 4.7923 -3.5083
O: -2.1304 3.7805 -3.4126
O: -1.1827 5.4138 -4.6429
C: -1.9071 5.0118 -5.7830
H: -1.9771 4.3924 -1.0541
H: -1.1096 5.8363 -0.4972
H: -0.2137 4.3890 -0.9122
H: -1.4164 5.4195 -6.6628
H: -2.9290 5.4028 -5.7790
H: -2.0086 3.9346 -5.9180
C: 2.9072 -2.2481 3.1556
O: 3.6703 -1.1246 2.6713
C: 3.6458 -0.0351 3.4360
O: 3.0939 0.0817 4.4995
O: 4.3816 0.8972 2.8267
C: 4.4424 2.1542 3.4646
H: 3.0128 -2.3398 4.2298
H: 3.2619 -3.1026 2.5843
H: 1.8672 -2.1284 2.8443
H: 4.3069 2.1242 4.5501
H: 3.7014 2.8395 3.0754
H: 5.4288 2.6037 3.3826
C: -0.0864 -6.5704 0.9335
O: -1.0014 -6.0098 1.8650
C: -1.0267 -4.6822 1.9601
O: -0.3545 -3.9237 1.3132
O: -1.8507 -4.3367 2.9327
C: -2.3509 -3.0178 2.9136
H: 0.3606 -7.4584 1.3741
H: 0.7090 -5.8588 0.7166
H: -0.5988 -6.8490 0.0137
H: -1.5516 -2.2752 2.8276
H: -2.8220 -2.7571 3.8543
H: -2.9974 -2.9184 2.0422
C: -0.1147 0.3418 5.0382
O: -0.5101 -1.0375 5.0664
C: -0.4875 -1.6639 6.2370
O: -0.2215 -1.1745 7.3058
O: -0.7644 -2.9288 6.0290
C: -0.7810 -3.7409 7.2047
H: -0.9990 0.9754 4.9472
H: 0.4231 0.4207 4.0973
H: 0.4623 0.6195 5.9111
H: 0.2077 -3.8492 7.6548
H: -1.1692 -4.7093 6.9168
H: -1.3775 -3.2338 7.9641
C: 5.1854 -6.6770 0.0332
O: 4.3120 -5.6515 0.4708
C: 3.7418 -4.9203 -0.4971
O: 3.5657 -5.2676 -1.6341
O: 3.3496 -3.7763 0.0475
C: 2.6358 -2.8258 -0.7899
H: 5.8323 -6.3798 -0.7884
H: 4.6339 -7.5843 -0.2244
H: 5.8018 -6.9548 0.8879
H: 2.5384 -3.1400 -1.8208
H: 3.1249 -1.8743 -0.6078
H: 1.6713 -2.7875 -0.2808
C: -5.0105 0.7951 -1.7593
O: -6.3305 0.3254 -1.7942
C: -6.8262 0.1473 -3.0207
O: -6.2050 0.2956 -4.0427
O: -8.0954 -0.2037 -2.9220
C: -8.7468 -0.5814 -4.1324
H: -4.2720 0.1570 -2.2473
H: -4.6585 0.9773 -0.7472
H: -4.8853 1.7529 -2.2758
H: -8.5073 -1.6225 -4.3505
H: -8.4093 0.0423 -4.9562
H: -9.8109 -0.4833 -3.9517
C: 4.0786 2.2450 -0.8529
O: 4.7872 2.7396 0.2759
C: 4.8378 4.0614 0.4058
O: 4.2610 4.8655 -0.2853
O: 5.5244 4.3254 1.5016
C: 5.9610 5.6643 1.6842
H: 4.6293 2.4440 -1.7800
H: 3.1140 2.7344 -0.9658
H: 4.0276 1.1653 -0.7691
H: 5.0950 6.3293 1.7592
H: 6.5610 5.9987 0.8398
H: 6.4931 5.7398 2.6259

Cartesian forces (eV/Å) of the 3 atoms listed first:
-1.130 -0.255 0.076
0.434 0.520 -0.073
-0.607 -0.051 -0.378

Charge   0
Structure (SMILES)   COC(=O)OC.COC(=O)OC.COC(=O)OC.COC(=O)OC.COC(=O)OC.COC(=O)OC.COC(=O)OC.C1CCOC1.C1CCOC1.C1CCOC1.C1CCOC1
Lowest unoccupied orbital energy   0.57 eV
Orbital gap   0.3575 hartree
HOMO energy   -9.1561 eV
M   918.97 g mol⁻¹
Energy relative to the best compared isomer or geometry (same formula, charge and spin)   0.0 kcal/mol


[2]
This record from the OMol25 dataset describes a 5-piece molecular cluster, C37H75BF4N3O17S6 overall at a distorted geometry. The level of theory is ωB97M-V/def2-TZVPD.

CARTESIAN COORDINATES (ANGSTROEM)
C: 7.6249 -2.9897 -0.0706
C: 6.7904 -3.0422 -1.4243
O: 5.7202 -2.1133 -1.2454
C: 5.0719 -1.5976 -2.4132
S: 5.1181 -2.8833 -3.7332
C: 3.5411 -1.7268 -1.9376
B: 3.2676 -3.2106 -1.2776
O: 3.5755 -3.5401 0.0489
C: 2.5349 -4.3619 -2.1554
C: 1.8305 -5.4652 -1.2877
C: 3.3019 -0.6884 -0.7830
C: 1.8834 -0.7299 -0.0954
C: 2.0244 -0.9984 1.4604
C: 2.7287 0.2414 2.1665
C: 1.7297 1.1818 2.9314
C: 0.4561 1.5995 2.1184
C: 0.6988 2.8382 1.1747
C: -0.6929 3.1655 0.4855
S: -0.8029 2.3891 -1.2016
C: -1.5455 0.7762 -0.9385
N: -2.5489 0.5028 -0.0654
N: -2.7196 -0.8279 -0.1925
C: -1.9227 -1.3755 -1.0913
O: -1.1425 -0.3400 -1.5805
C: 3.4710 0.7477 -1.4289
C: 4.3744 0.8409 -2.7250
C: 3.5640 1.2237 -4.0072
C: 2.5408 0.2618 -4.6660
C: 1.1573 0.1183 -3.9072
F: 3.0468 -0.9659 -5.1368
N: 5.4843 -0.1832 -2.8013
C: 6.1151 -0.0332 -4.1529
C: 7.5331 -0.6493 -4.3727
O: 7.9118 -0.7503 -5.5020
C: 6.5176 0.2704 -1.7986
O: 7.1947 1.4918 -2.1949
C: 7.4266 2.2937 -1.0957
F: 8.2583 3.2825 -1.4747
F: 6.2481 2.8529 -0.6926
F: 8.0450 1.6476 -0.0846
H: 7.9921 -1.9269 -0.0027
H: 8.5398 -3.6154 -0.1616
H: 6.9983 -3.2101 0.8183
H: 7.5458 -2.7561 -2.2041
H: 6.4835 -4.1138 -1.5111
H: 6.3874 -3.1141 -4.1839
H: 2.8200 -1.6955 -2.7829
H: 2.7565 -3.6995 0.5516
H: 3.2024 -4.7801 -2.9422
H: 1.7162 -3.8072 -2.7073
H: 1.0989 -5.9877 -1.9630
H: 1.2300 -5.0756 -0.4349
H: 2.5528 -6.2672 -0.9891
H: 4.0556 -0.7703 0.0418
H: 1.1336 -1.3944 -0.5853
H: 1.4447 0.3044 -0.1463
H: 1.0422 -1.1672 1.9580
H: 2.6684 -1.8759 1.6916
H: 3.4619 -0.1376 2.9258
H: 3.3171 0.8654 1.4491
H: 1.4941 0.7621 3.9437
H: 2.2914 2.1342 3.1434
H: -0.2946 1.9581 2.8748
H: -0.0207 0.7387 1.5961
H: 1.4732 2.6452 0.3950
H: 1.0057 3.7536 1.7333
H: -0.8983 4.2548 0.4010
H: -1.5072 2.7200 1.1031
H: -1.8832 -2.4254 -1.4108
H: 3.8211 1.4338 -0.6095
H: 2.4840 1.1769 -1.7411
H: 4.8435 1.8475 -2.5297
H: 4.1716 1.6763 -4.8360
H: 2.9411 2.1023 -3.6789
H: 2.2231 0.7920 -5.6086
H: 0.5206 -0.5871 -4.4895
H: 0.6675 1.1225 -3.9723
H: 1.2742 -0.2087 -2.8533
H: 6.2424 1.0466 -4.4328
H: 5.4859 -0.4238 -4.9927
H: 8.2272 -1.0307 -3.5788
H: 6.0897 0.3793 -0.7754
H: 7.3825 -0.4228 -1.7033
O: -4.8223 4.3733 2.9369
S: -6.1055 3.9600 2.4421
O: -6.7854 2.8177 2.9773
O: -6.0221 3.8101 0.8455
C: -5.0097 2.9533 0.3002
C: -5.3605 1.4865 0.4502
C: -7.2084 5.3349 2.4819
H: -4.0396 3.1751 0.7528
H: -4.9335 3.1976 -0.7606
H: -5.3626 1.1866 1.4989
H: -4.6371 0.8655 -0.0743
H: -6.3586 1.2844 0.0550
H: -6.7133 6.1966 2.0395
H: -7.4518 5.5345 3.5245
H: -8.1124 5.0783 1.9312
O: -5.6294 4.0585 9.5553
S: -6.9179 3.9980 8.9309
O: -7.7890 2.8767 9.1169
O: -6.7461 4.2627 7.3578
C: -5.8319 3.4338 6.6243
C: -6.4082 2.0552 6.3645
C: -7.8136 5.4720 9.3064
H: -4.8716 3.3700 7.1416
H: -5.6507 3.9315 5.6707
H: -6.5234 1.4957 7.2939
H: -5.7530 1.4834 5.7057
H: -7.3956 2.1301 5.9071
H: -7.1697 6.3303 9.1280
H: -8.0985 5.4256 10.3560
H: -8.7022 5.5128 8.6803
O: -10.1452 5.1408 0.3685
S: -10.6536 4.4275 -0.7674
O: -11.1197 5.1126 -1.9346
O: -11.7897 3.4096 -0.2767
C: -12.8945 3.9322 0.4762
C: -13.8872 4.6635 -0.4075
C: -9.4702 3.2154 -1.2636
H: -12.5361 4.5746 1.2841
H: -13.3869 3.0769 0.9396
H: -13.4503 5.5726 -0.8221
H: -14.7734 4.9458 0.1630
H: -14.1891 4.0371 -1.2484
H: -9.1409 2.6640 -0.3849
H: -8.6307 3.7410 -1.7157
H: -9.9311 2.5519 -1.9920
O: 7.3942 -6.7599 -2.4863
S: 6.2497 -7.6082 -2.6694
O: 5.0074 -7.3464 -2.0019
O: 6.6757 -9.1244 -2.3931
C: 7.2919 -9.4439 -1.1349
C: 6.2814 -9.4901 -0.0045
C: 5.9299 -7.7793 -4.3968
H: 8.0990 -8.7411 -0.9158
H: 7.7455 -10.4281 -1.2526
H: 5.8679 -8.5006 0.1951
H: 6.7486 -9.8509 0.9129
H: 5.4463 -10.1441 -0.2604
H: 6.8616 -8.0171 -4.9054
H: 5.5360 -6.8295 -4.7551
H: 5.1933 -8.5666 -4.5417

Cartesian forces (eV/Å) of the 3 atoms listed first:
-0.128 1.275 -1.053
2.342 -0.916 2.217
0.587 1.183 -1.293

Charge   +1
Lowest unoccupied orbital energy   -2.52 eV
Orbital gap   0.3240 hartree
HOMO energy   -11.3308 eV
M   1113.22 g mol⁻¹


[3]
This record from the OMol25 dataset describes a 11-piece molecular cluster, C37H75Br22N2O5PS overall at a distorted geometry. The level of theory is ωB97M-V/def2-TZVPD.

CARTESIAN COORDINATES (ANGSTROEM)
C: 4.9822 -3.0145 -0.0349
C: 4.6289 -1.4380 -0.2454
P: 3.1994 -1.2633 -1.4714
C: 3.7356 -1.4948 -3.2731
C: 5.2453 -2.0494 -3.3175
C: 1.7554 -2.4558 -1.0147
O: 1.7895 -2.8689 0.3776
S: 0.7844 -4.1891 0.6137
O: 0.8010 -4.6376 2.0551
O: 1.1232 -5.3930 -0.2530
C: -0.9303 -3.6074 0.1884
C: -0.8941 -2.9720 -1.2857
C: -2.3242 -2.4263 -1.8182
C: -3.3367 -1.9644 -0.6660
O: -2.8218 -0.9488 0.2278
C: -4.6889 -1.3737 -1.3439
N: -5.7270 -1.0988 -0.3009
C: 0.3235 -1.9158 -1.5341
C: -0.0231 -0.4068 -1.1268
C: 0.2127 -0.0183 0.4006
O: -0.0970 -0.8306 1.3877
N: 0.7546 1.3296 0.8644
C: 0.4894 2.4104 -0.1241
C: 2.1837 1.2318 1.2761
H: 5.0144 -3.3066 1.0853
H: 4.1933 -3.6987 -0.5127
H: 5.9872 -3.3093 -0.5324
H: 4.3668 -1.0196 0.8035
H: 5.5726 -0.8554 -0.5680
H: 3.6491 -0.4941 -3.8510
H: 3.0013 -2.2305 -3.7540
H: 5.5603 -2.1983 -4.4158
H: 5.9796 -1.2857 -2.8656
H: 5.2955 -3.0832 -2.8259
H: 1.9686 -3.4120 -1.6437
H: -1.4231 -2.9684 0.9935
H: -1.5676 -4.5742 0.1113
H: -0.6388 -3.8568 -1.9954
H: -2.1431 -1.5982 -2.5862
H: -2.8368 -3.3053 -2.3708
H: -3.6301 -2.9143 -0.0655
H: -3.3299 -0.1086 0.1334
H: -4.4059 -0.3761 -1.8346
H: -5.0415 -2.1014 -2.1574
H: -6.0227 -0.1050 -0.3355
H: -5.3536 -1.2235 0.6522
H: 0.4311 -1.8978 -2.6922
H: -1.0780 -0.0567 -1.4086
H: 0.6939 0.2616 -1.7489
H: 0.6566 3.4732 0.2980
H: -0.5361 2.3433 -0.6359
H: 1.2681 2.3072 -0.9814
H: 2.6691 2.2806 1.3664
H: 2.2080 0.7860 2.3395
H: 2.8479 0.5818 0.6098
Br: 3.1138 2.9181 -3.5968
C: 3.9141 2.5024 -1.8684
C: 5.3827 2.8495 -1.8488
Br: 6.4314 1.5192 -2.8142
H: 3.7149 1.4477 -1.6708
H: 3.3656 3.1126 -1.1471
H: 5.7673 2.8303 -0.8269
H: 5.6046 3.8184 -2.2980
Br: 5.8176 6.9013 -3.3067
C: 7.1137 7.6130 -2.0365
C: 7.3189 6.6681 -0.8778
Br: 5.8317 6.7553 0.3785
H: 6.7560 8.5972 -1.7342
H: 8.0380 7.7264 -2.6070
H: 8.1981 6.9575 -0.2983
H: 7.4169 5.6259 -1.1829
Br: -4.3876 2.5188 1.2342
C: -3.5846 2.1082 2.9641
C: -2.1185 2.4740 2.9849
Br: -1.0396 1.1609 2.0142
H: -3.7702 1.0519 3.1581
H: -4.1434 2.7095 3.6868
H: -1.7348 2.4576 4.0076
H: -1.9110 3.4479 2.5392
Br: -4.2286 -6.8736 -0.5221
C: -3.5274 -7.4853 -2.2346
C: -2.8853 -6.3530 -2.9968
Br: -4.2287 -5.1921 -3.8029
H: -4.3545 -7.9525 -2.7692
H: -2.7867 -8.2471 -1.9825
H: -2.3011 -6.7370 -3.8353
H: -2.2494 -5.7212 -2.3754
Br: -2.6391 5.3888 5.0607
C: -1.8327 4.9730 6.7860
C: -0.3691 5.3396 6.8080
Br: 0.7011 4.0324 5.8356
H: -2.0163 3.9157 6.9768
H: -2.3894 5.5707 7.5109
H: 0.0157 5.3195 7.8295
H: -0.1619 6.3139 6.3650
Br: 8.5026 -1.0468 -4.0263
C: 9.8055 -0.3360 -2.7626
C: 10.0128 -1.2784 -1.6023
Br: 8.5303 -1.1838 -0.3401
H: 9.4514 0.6502 -2.4615
H: 10.7277 -0.2262 -3.3373
H: 10.8950 -0.9901 -1.0273
H: 10.1066 -2.3215 -1.9053
Br: -8.1010 -7.5573 -1.6169
C: -9.0081 -8.4123 -0.1184
C: -8.0302 -8.8026 0.9624
Br: -7.0359 -10.4055 0.4704
H: -9.5651 -9.2573 -0.5233
H: -9.7111 -7.6632 0.2526
H: -8.5589 -9.0663 1.8807
H: -7.2958 -8.0270 1.1813
Br: 7.6766 9.7383 2.1707
C: 6.7654 8.8566 3.6509
C: 7.7402 8.4439 4.7263
Br: 8.7332 6.8492 4.2061
H: 6.2080 8.0203 3.2285
H: 6.0627 9.5996 4.0342
H: 7.2089 8.1636 5.6379
H: 8.4751 9.2142 4.9611
Br: -8.5915 -11.2805 4.6893
C: -10.3806 -10.6273 5.1047
C: -10.9356 -9.7954 3.9745
Br: -10.1411 -8.0152 3.9515
H: -10.3108 -10.0843 6.0471
H: -10.9835 -11.5259 5.2518
H: -12.0056 -9.6275 4.1114
H: -10.7639 -10.2340 2.9910
Br: 0.9916 5.9400 -3.1686
C: 0.1174 4.7970 -4.4834
C: -1.3843 4.9352 -4.4227
Br: -2.1212 3.9729 -2.8964
H: 0.4651 3.7801 -4.3010
H: 0.4949 5.1381 -5.4500
H: -1.8465 4.4757 -5.2987
H: -1.7205 5.9689 -4.3399
Br: -6.3832 3.9302 -1.8471
C: -6.4478 5.8269 -1.4032
C: -6.1045 6.0611 0.0478
Br: -7.5972 5.5964 1.2117
H: -7.4406 6.1843 -1.6762
H: -5.7060 6.2958 -2.0536
H: -5.9197 7.1213 0.2314
H: -5.2445 5.4822 0.3865

Cartesian forces (eV/Å) of the 3 atoms listed first:
0.483 -0.583 0.134
0.794 -1.818 0.870
-0.609 2.660 0.716

Charge   0
Lowest unoccupied orbital energy   0.14 eV
Orbital gap   0.2490 hartree
HOMO energy   -6.6329 eV
M   2448.94 g mol⁻¹


Question: charge of number 3 (C37H75Br22N2O5PS)?
Answer: 0